# C5H9HgLiO4

C5H9HgLiO4 as an isolated structure (ωB97M-V/def2-TZVPD, the Open Molecules 2025 dataset).

Geometry as XYZ:
```
20
Properties=species:S:1:pos:R:3:lowdin_charge:R:1
C -2.15 0.12 0.70 -0.1265
C -2.63 1.43 1.33 -0.4758
O -1.67 2.39 1.54 -0.5407
Hg 0.39 2.74 1.60 0.9122
H -2.92 -0.66 0.83 0.0615
H -1.55 -0.24 -0.34 0.1006
H -1.12 0.07 1.08 0.0150
H -3.15 1.16 2.28 0.1043
H -3.46 1.81 0.68 0.0958
O 0.81 -0.90 0.41 -0.0389
C 1.91 -0.10 0.34 -0.5917
C 0.69 -1.65 -0.96 -0.0557
O 1.91 1.18 0.57 -0.3784
O 2.71 -0.44 -0.80 -0.1475
C 1.99 -1.29 -1.68 -0.1746
Li 3.30 1.46 -0.69 0.7726
H -0.16 -1.43 -1.61 0.1048
H 0.69 -2.73 -0.75 0.1197
H 1.80 -0.74 -2.61 0.1193
H 2.60 -2.17 -1.92 0.1240
```

Computed properties:
**LUMO (alpha / beta)**: -0.9 / -1.2 eV
**Energy**: -657.6394 Ha
**2S+1**: 3
**HOMO level (alpha / beta)**: -6.056 / -7.829 eV
**Largest force on an atom**: 3.61 eV/Å